Record 1
ORCA calculation (ωB97M-V/def2-TZVPD) on a cluster of 2 separate species, C8H19O3 in total.

Computed properties:
- maximum force (eV Å⁻¹) = 0.93
- HOMO-LUMO gap (spin up / spin down) (eV) = 9.75 / 9.66
- 2S+1 = 2
- highest occupied orbital energy (spin up / spin down) (eV) = -8.730 / -9.437
- energy above the lowest of the compared OMol25 structures with the same formula, charge and spin (kcal/mol) = 3.5
- total charge = 0

Atoms and positions in Å:
C (3.655, 1.316, 2.448)
H (4.456, 0.599, 2.267)
H (3.549, 2.193, 1.810)
H (3.014, 1.190, 3.320)
O (-1.801, 0.817, 0.089)
C (-1.744, 0.833, -1.317)
C (-1.591, -0.526, -1.988)
O (-0.321, -1.113, -1.832)
C (-0.243, -2.139, -0.868)
C (1.191, -2.588, -0.687)
O (1.998, -1.682, 0.029)
C (2.803, -0.838, -0.760)
H (-0.878, 1.459, -1.574)
H (-2.641, 1.319, -1.746)
H (-2.375, -1.228, -1.654)
H (-1.737, -0.372, -3.068)
H (-0.837, -3.013, -1.196)
H (-0.650, -1.797, 0.098)
H (1.176, -3.523, -0.108)
H (1.639, -2.806, -1.673)
H (3.364, -0.188, -0.077)
H (3.496, -1.432, -1.381)
H (2.206, -0.194, -1.424)
C (-2.513, 1.895, 0.684)
C (-2.404, 1.791, 2.189)
H (-2.093, 2.851, 0.320)
H (-3.576, 1.875, 0.386)
H (-2.670, 0.780, 2.527)
H (-3.092, 2.503, 2.664)
H (-1.382, 2.018, 2.521)

Results of the natural (NBO) charge analysis, in e, for atoms 1 through 6: -0.50 0.17 0.17 0.17 -0.55 -0.08


Record 2
ORCA calculation (ωB97M-V/def2-TZVPD) on a structure of composition C8H20AsF6MgNO7 in a non-equilibrium geometry.

Computed properties:
- maximum force (eV Å⁻¹) = 2.93
- HOMO-LUMO gap (eV) = 8.95
- highest occupied orbital energy (eV) = -9.121
- energy above the lowest of the compared OMol25 structures with the same formula, charge and spin (kcal/mol) = 0.0
- total charge = 0

Atoms and positions in Å:
Mg (0.351, 0.150, 0.014)
N (3.483, 0.734, 0.212)
O (3.551, 1.556, 1.151)
O (4.426, 0.506, -0.534)
O (2.345, 0.168, 0.010)
As (0.177, -3.505, 0.507)
F (-1.297, -3.475, -0.452)
F (-0.743, -2.997, 1.915)
F (1.637, -3.440, 1.453)
F (1.101, -3.810, -0.924)
F (0.376, -1.742, 0.122)
F (-0.031, -5.200, 0.840)
C (-2.542, -0.661, 0.698)
O (-1.684, 0.133, -0.108)
C (-2.159, 0.253, -1.441)
C (-1.250, -0.565, -2.363)
O (0.098, -0.200, -2.005)
C (1.056, -0.810, -2.871)
H (-2.558, -1.708, 0.398)
H (-3.532, -0.264, 0.944)
H (-2.129, -0.672, 1.713)
H (-2.003, 1.279, -1.787)
H (-3.215, 0.047, -1.596)
H (-1.429, -0.232, -3.388)
H (-1.409, -1.641, -2.279)
H (2.069, -0.524, -2.600)
H (0.916, -0.514, -3.915)
H (0.949, -1.894, -2.818)
C (0.624, -0.226, 2.876)
O (0.145, 0.574, 1.805)
C (-0.320, 1.884, 2.197)
C (0.196, 2.805, 1.097)
O (0.113, 2.090, -0.127)
C (0.204, 2.909, -1.290)
H (1.448, 0.223, 3.443)
H (1.087, -1.107, 2.439)
H (-0.125, -0.473, 3.631)
H (0.106, 2.101, 3.175)
H (-1.405, 1.896, 2.301)
H (1.209, 3.168, 1.283)
H (-0.418, 3.711, 1.043)
H (0.055, 2.399, -2.236)
H (1.150, 3.450, -1.293)
H (-0.624, 3.625, -1.243)

Results of the natural (NBO) charge analysis, in e, for atoms 1 through 6: 1.79 0.73 -0.51 -0.43 -0.74 2.84


Record 3
ORCA calculation (ωB97M-V/def2-TZVPD) on an isolated molecule of C8H20BN3O3 in a non-equilibrium geometry.

Computed properties:
- maximum force (eV Å⁻¹) = 2.19
- HOMO-LUMO gap (eV) = 9.57
- highest occupied orbital energy (eV) = -8.995
- total charge = 0
- SMILES = CCCC[C@@H](NC(=O)[C@@H](N)CN)B(O)O

Atoms and positions in Å:
C (3.149, 4.347, 0.966)
C (2.885, 2.879, 1.290)
C (1.678, 2.388, 0.542)
C (1.177, 1.004, 0.974)
C (0.037, 0.464, 0.083)
N (-0.376, -0.906, 0.365)
C (-0.631, -1.821, -0.668)
O (-0.226, -1.627, -1.789)
C (-1.524, -3.008, -0.397)
N (-2.822, -2.474, 0.012)
C (-1.676, -3.945, -1.610)
N (-0.432, -4.406, -2.083)
B (-1.357, 1.268, 0.240)
O (-1.261, 2.631, 0.278)
O (-2.588, 0.665, 0.499)
H (4.133, 4.716, 1.313)
H (2.353, 5.038, 1.311)
H (3.186, 4.518, -0.108)
H (3.758, 2.309, 1.062)
H (2.725, 2.795, 2.382)
H (0.857, 3.100, 0.642)
H (1.891, 2.419, -0.531)
H (2.014, 0.283, 1.014)
H (0.776, 1.079, 1.993)
H (0.324, 0.422, -0.944)
H (-0.681, -1.061, 1.342)
H (-1.101, -3.596, 0.444)
H (-3.394, -3.226, 0.398)
H (-3.231, -2.116, -0.849)
H (-2.337, -4.802, -1.355)
H (-2.165, -3.362, -2.420)
H (-0.454, -5.047, -2.862)
H (0.121, -3.638, -2.330)
H (-2.141, 3.032, 0.422)
H (-2.670, -0.317, 0.373)

Results of the natural (NBO) charge analysis, in e, for atoms 1 through 6: -0.60 -0.39 -0.41 -0.38 -0.39 -0.62


Record 4
ORCA calculation (ωB97M-V/def2-TZVPD) on a cluster of 2 separate species, C8H20ClNO in total in a non-equilibrium geometry.

Computed properties:
- maximum force (eV Å⁻¹) = 6.70
- HOMO-LUMO gap (eV) = 7.23
- highest occupied orbital energy (eV) = -7.199
- energy above the lowest of the compared OMol25 structures with the same formula, charge and spin (kcal/mol) = 83.5
- total charge = 0

Atoms and positions in Å:
C (24.446, -3.345, 27.809)
C (23.412, -4.467, 27.445)
N (23.808, -5.414, 26.356)
C (24.033, -4.567, 25.116)
C (25.168, -6.136, 26.601)
C (25.217, -6.938, 27.831)
C (22.786, -6.432, 26.307)
C (21.386, -5.923, 25.831)
O (20.505, -7.069, 25.587)
C (19.203, -6.723, 25.182)
H (24.564, -2.518, 26.999)
H (25.289, -3.767, 28.291)
H (24.096, -2.786, 28.680)
H (22.536, -4.074, 27.058)
H (23.287, -5.060, 28.472)
H (24.798, -3.867, 24.889)
H (23.065, -4.011, 24.826)
H (24.212, -5.300, 24.285)
H (26.102, -5.510, 26.792)
H (25.335, -6.884, 25.824)
H (25.530, -6.180, 28.739)
H (26.136, -7.615, 27.806)
H (24.407, -7.531, 28.074)
H (22.550, -6.974, 27.144)
H (22.928, -7.096, 25.539)
H (21.449, -5.207, 24.801)
H (20.650, -5.518, 26.368)
H (18.712, -6.328, 25.903)
H (18.664, -7.570, 24.719)
H (19.267, -6.056, 24.429)
Cl (20.987, -2.409, 25.261)

Results of the natural (NBO) charge analysis, in e, for atoms 1 through 6: -0.66 -0.22 -0.22 -0.49 -0.23 -0.63


Record 5
ORCA calculation (ωB97M-V/def2-TZVPD) on a structure of composition C8H20CsO6S in a non-equilibrium geometry.

Computed properties:
- maximum force (eV Å⁻¹) = 4.59
- HOMO-LUMO gap (eV) = 9.24
- highest occupied orbital energy (eV) = -12.080
- energy above the lowest of the compared OMol25 structures with the same formula, charge and spin (kcal/mol) = 37.0
- total charge = +1

Atoms and positions in Å:
Cs (0.881, -1.716, 0.393)
C (-4.642, -0.688, -0.920)
C (-4.091, -1.868, -0.180)
C (-3.704, -1.464, 1.260)
S (-2.947, 0.231, 0.983)
O (-1.517, -0.183, 0.650)
O (-3.311, 1.059, 2.120)
C (-3.792, 0.640, -0.598)
H (-5.658, -0.426, -0.624)
H (-4.762, -0.947, -1.972)
H (-3.331, -2.441, -0.711)
H (-4.874, -2.616, -0.054)
H (-2.912, -2.036, 1.745)
H (-4.532, -1.239, 1.932)
H (-3.138, 0.984, -1.399)
H (-4.436, 1.392, -0.142)
C (2.081, -0.735, -3.053)
C (2.635, 0.320, -2.082)
O (3.583, -0.035, -1.144)
O (1.827, -1.947, -2.419)
H (2.715, -0.991, -3.902)
H (1.121, -0.308, -3.345)
H (1.923, 0.763, -1.385)
H (2.824, 1.249, -2.619)
H (4.228, -0.617, -1.552)
H (1.752, -2.550, -3.163)
C (3.891, 1.976, 2.406)
C (2.325, 1.637, 2.465)
O (2.190, 0.355, 2.087)
O (4.209, 2.500, 1.143)
H (4.464, 1.115, 2.752)
H (4.210, 2.769, 3.081)
H (1.759, 2.284, 1.795)
H (1.971, 1.949, 3.447)
H (2.777, -0.250, 2.545)
H (4.281, 1.832, 0.458)

Results of the Löwdin charge analysis, in e, for atoms 1 through 6: 1.21 -0.19 -0.24 -0.18 0.76 -0.60


Record 6
ORCA calculation (ωB97M-V/def2-TZVPD) on a structure of composition C8H20F6Li2N5O22S6 in a non-equilibrium geometry.

Computed properties:
- maximum force (eV Å⁻¹) = 10.64
- HOMO-LUMO gap (eV) = 4.82
- highest occupied orbital energy (eV) = 0.064
- total charge = -3

Atoms and positions in Å:
Li (-16.361, 14.363, 3.490)
Li (-18.482, 12.859, 2.620)
N (-17.332, 14.121, 1.824)
S (-16.198, 13.412, 0.690)
O (-14.772, 13.759, 0.928)
O (-16.598, 13.034, -0.694)
F (-16.317, 11.936, 1.384)
S (-17.675, 15.207, 0.863)
O (-18.615, 14.881, -0.185)
O (-16.619, 16.210, 0.621)
F (-18.641, 15.965, 1.927)
N (-12.362, 11.913, 5.349)
S (-13.437, 12.148, 4.009)
O (-14.371, 13.328, 3.995)
O (-13.942, 10.918, 3.419)
F (-12.220, 12.483, 2.928)
S (-13.556, 11.416, 6.170)
O (-14.097, 10.069, 6.055)
O (-14.401, 12.534, 6.665)
F (-12.660, 11.097, 7.509)
N (-20.417, 13.106, 2.996)
S (-21.644, 13.801, 1.974)
O (-21.236, 14.992, 1.251)
O (-23.026, 13.580, 2.382)
F (-21.451, 12.700, 0.829)
S (-20.631, 14.113, 4.093)
O (-21.510, 13.709, 5.169)
O (-20.334, 15.497, 3.941)
F (-19.239, 13.539, 4.686)
N (-18.934, 11.056, 0.048)
O (-18.448, 10.114, -0.513)
O (-19.136, 12.074, -0.586)
O (-19.199, 10.990, 1.248)
N (-17.432, 10.882, 4.434)
O (-16.790, 11.908, 4.274)
O (-16.925, 9.942, 4.996)
O (-18.675, 10.756, 4.222)
C (-11.452, 13.880, 9.403)
O (-12.149, 14.058, 8.163)
C (-12.273, 15.440, 7.917)
C (-12.472, 15.820, 6.424)
O (-11.318, 15.382, 5.706)
C (-10.303, 16.368, 5.624)
H (-12.045, 14.311, 10.210)
H (-10.483, 14.376, 9.468)
H (-11.404, 12.793, 9.467)
H (-11.449, 16.098, 8.192)
H (-13.086, 15.802, 8.547)
H (-12.653, 16.894, 6.387)
H (-13.338, 15.247, 6.091)
H (-10.716, 17.222, 5.087)
H (-9.452, 15.891, 5.138)
H (-9.943, 16.755, 6.577)
C (-16.787, 14.607, 6.616)
O (-17.170, 14.893, 5.302)
C (-17.234, 16.298, 4.963)
C (-15.811, 16.864, 4.450)
O (-15.391, 16.081, 3.350)
C (-14.023, 16.428, 3.065)
H (-17.489, 15.036, 7.331)
H (-15.791, 14.885, 6.962)
H (-16.854, 13.540, 6.830)
H (-17.880, 16.917, 5.585)
H (-17.945, 16.300, 4.137)
H (-15.011, 16.846, 5.190)
H (-15.879, 17.928, 4.223)
H (-13.376, 16.078, 3.870)
H (-13.850, 17.458, 2.754)
H (-13.826, 15.846, 2.165)

Results of the natural (NBO) charge analysis, in e, for atoms 1 through 6: 0.86 0.85 -1.24 2.28 -0.87 -0.78


Record 7
ORCA calculation (ωB97M-V/def2-TZVPD) on a structure of composition C8H20HfNO7Sr2 in a non-equilibrium geometry.

Computed properties:
- maximum force (eV Å⁻¹) = 6.70
- HOMO-LUMO gap (eV) = 1.90
- highest occupied orbital energy (eV) = -27.521
- energy above the lowest of the compared OMol25 structures with the same formula, charge and spin (kcal/mol) = 0.0
- total charge = +7

Atoms and positions in Å:
Hf (2.731, 1.990, 0.575)
Sr (-0.343, -1.592, 5.603)
Sr (-3.154, -1.840, 0.348)
N (0.241, -0.410, 2.050)
O (0.526, -0.837, 3.204)
O (1.084, 0.434, 1.548)
O (-0.779, -0.745, 1.394)
C (-3.343, 1.910, 0.601)
O (-3.234, 0.786, -0.314)
C (-3.546, 1.162, -1.677)
C (-3.354, -0.056, -2.607)
O (-4.136, -1.087, -2.036)
C (-5.265, -1.459, -2.880)
H (-4.397, 2.101, 0.821)
H (-2.778, 2.778, 0.261)
H (-2.895, 1.596, 1.550)
H (-2.940, 2.027, -1.945)
H (-4.624, 1.373, -1.740)
H (-2.289, -0.288, -2.751)
H (-3.759, 0.236, -3.579)
H (-5.923, -0.590, -3.063)
H (-5.853, -2.233, -2.393)
H (-4.890, -1.841, -3.843)
C (4.320, 0.738, 3.316)
O (4.087, 0.654, 1.864)
C (4.693, -0.546, 1.238)
C (4.409, -0.617, -0.258)
O (3.116, 0.039, -0.503)
C (2.453, -0.521, -1.706)
H (3.557, 0.163, 3.832)
H (4.324, 1.792, 3.616)
H (5.330, 0.435, 3.618)
H (4.436, -1.423, 1.835)
H (5.782, -0.442, 1.338)
H (4.482, -1.691, -0.462)
H (5.221, -0.143, -0.818)
H (2.838, -0.044, -2.610)
H (1.405, -0.202, -1.663)
H (2.468, -1.607, -1.764)

Results of the natural (NBO) charge analysis, in e, for atoms 1 through 6: 2.88 1.99 1.96 0.77 -0.53 -0.64